No. 1
{"formula": "C15H21BN8OSiTa", "method": "wB97M-V/def2-TZVPD", "orbital_gap_ev": [6.989, 5.595], "homo_ha": [-0.7961, -0.7961], "relative_energy_ev": 0.102, "e_lumo_ev": [-14.7, -16.1], "energy_ev": -39929.8487, "spin_multiplicity": 2, "total_charge": 4, "species": ["Ta", "Si", "O", "N", "N", "N", "N", "N", "N", "N", "N", "C", "C", "C", "C", "C", "C", "C", "C", "C", "C", "C", "C", "C", "C", "C", "B", "H", "H", "H", "H", "H", "H", "H", "H", "H", "H", "H", "H", "H", "H", "H", "H", "H", "H", "H", "H", "H"], "coordinates": [[-0.042, -0.102, 0.943], [0.144, 0.665, 4.620], [0.040, 0.185, 2.674], [-1.258, -0.115, -4.305], [-0.702, -1.550, -1.418], [1.434, -0.115, -1.551], [1.669, -0.174, -0.180], [-0.872, -1.679, -0.037], [-0.061, -0.502, -3.619], [-0.829, 0.996, -1.636], [-0.894, 1.290, -0.268], [-1.780, -3.478, -1.006], [0.133, -1.157, -5.740], [-0.871, -0.644, 5.413], [2.596, 0.199, -2.135], [-1.451, 1.982, -2.282], [-1.254, -2.630, -1.980], [-1.526, -2.859, 0.188], [1.962, 0.561, 4.880], [3.609, 0.309, -1.183], [-1.122, -0.489, -5.535], [-1.935, 2.933, -1.375], [-0.607, 2.346, 4.514], [-1.576, 2.477, -0.141], [2.998, 0.076, 0.021], [0.750, -1.133, -4.439], [-0.033, -0.285, -2.097], [2.333, -0.461, 4.778], [-2.283, -4.419, -1.167], [-1.753, 2.903, 0.837], [-0.559, 2.800, 5.510], [4.648, 0.537, -1.362], [-0.072, 3.022, 3.846], [-1.914, -0.651, 5.095], [3.416, 0.067, 1.019], [-1.765, -3.173, 1.195], [0.528, -1.602, -6.644], [2.154, 0.861, 5.917], [-0.870, -0.421, 6.487], [2.673, 0.355, -3.199], [-1.896, -0.295, -6.265], [2.547, 1.233, 4.252], [-0.445, -1.642, 5.299], [1.695, -1.572, -4.151], [-1.269, -2.764, -3.050], [-1.540, 1.977, -3.357], [-2.481, 3.833, -1.613], [-1.666, 2.305, 4.247]], "atomic_forces_ev_per_a": [[0.207, 0.374, -0.540], [0.010, 0.245, 0.627], [-0.111, -0.283, -0.924], [-0.008, 0.008, 0.000], [0.042, 0.033, 0.075], [-0.013, -0.119, 0.032], [-0.206, 0.049, 0.360], [0.000, 0.032, 0.310], [0.212, -0.147, -0.164], [-0.024, -0.072, -0.036], [0.148, -0.253, 0.333], [0.007, 0.025, 0.047], [-0.080, 0.001, 0.013], [0.058, -0.029, -0.203], [-0.002, 0.036, 0.044], [-0.015, 0.062, -0.008], [-0.026, 0.003, 0.041], [-0.050, -0.080, -0.060], [-0.080, -0.106, -0.143], [-0.025, 0.006, 0.045], [-0.106, 0.035, -0.122], [0.011, 0.000, 0.081], [0.005, -0.131, -0.086], [-0.043, 0.079, -0.047], [0.094, 0.011, -0.061], [-0.068, 0.118, 0.230], [-0.009, 0.037, 0.168], [0.017, 0.027, 0.023], [-0.009, -0.020, 0.001], [-0.004, 0.006, -0.006], [0.015, -0.044, 0.026], [0.014, -0.002, -0.004], [0.017, 0.001, -0.012], [-0.006, 0.037, 0.003], [0.003, 0.007, -0.006], [0.000, -0.003, -0.006], [0.040, 0.000, -0.046], [-0.027, -0.004, 0.013], [0.006, 0.005, 0.002], [-0.007, 0.002, -0.033], [-0.020, -0.010, -0.020], [-0.025, 0.041, -0.012], [0.006, 0.013, 0.027], [0.046, -0.027, 0.030], [0.000, 0.006, -0.022], [0.005, 0.003, 0.037], [-0.006, 0.008, -0.002], [0.008, 0.024, -0.005]], "lowdin_spin": [0.000, 0.000, 0.000, 0.157, 0.004, 0.000, 0.000, 0.001, 0.123, 0.001, 0.000, 0.000, 0.440, 0.000, 0.000, 0.002, 0.001, 0.000, 0.000, 0.000, 0.043, 0.000, 0.000, 0.000, 0.000, 0.200, 0.008, 0.000, 0.000, 0.000, 0.000, 0.000, 0.000, 0.000, 0.000, 0.000, 0.015, 0.000, 0.000, 0.000, -0.002, 0.000, 0.000, 0.005, 0.000, 0.001, 0.000, 0.000]}

No. 2
{"formula": "C15H21Cl3CoF4N6Si", "method": "wB97M-V/def2-TZVPD", "orbital_gap_ev": [8.108, 7.962], "homo_ha": [-0.2792, -0.2868], "relative_energy_ev": 0.094, "e_lumo_ev": [0.5, 0.2], "energy_ev": -118781.8386, "spin_multiplicity": 4, "total_charge": 0, "species": ["Co", "Cl", "Cl", "Cl", "Si", "F", "F", "F", "F", "N", "N", "N", "N", "N", "N", "C", "C", "C", "C", "C", "C", "C", "C", "C", "C", "C", "C", "C", "C", "C", "H", "H", "H", "H", "H", "H", "H", "H", "H", "H", "H", "H", "H", "H", "H", "H", "H", "H", "H", "H", "H"], "coordinates": [[0.987, -0.991, 1.019], [4.407, -0.342, 2.923], [3.373, 2.044, 0.889], [1.742, 1.451, 3.656], [2.670, 0.431, 2.049], [-0.467, -4.210, -2.283], [1.493, 0.007, -1.288], [-0.805, -3.433, -4.771], [1.081, 0.770, -3.806], [0.716, -2.373, -0.321], [0.288, -2.458, 2.396], [-1.909, 1.942, 1.541], [-1.026, 2.608, 0.776], [-1.518, 0.728, 1.599], [-0.393, 0.573, 0.867], [-0.241, -2.562, -3.921], [0.512, -2.122, -1.642], [0.699, -0.467, -3.446], [0.810, -3.658, 1.710], [0.893, -0.863, -2.147], [0.420, -3.683, 0.242], [-2.378, 3.732, -1.645], [-0.098, 1.754, 0.370], [0.123, -1.313, -4.375], [-0.058, -2.965, -2.611], [-1.178, -2.492, 2.490], [-1.162, 4.046, 0.544], [0.870, -2.346, 3.739], [-1.224, 4.433, -0.935], [0.095, 4.232, -1.685], [-2.213, 2.652, -1.685], [0.583, -3.203, 4.361], [0.096, 4.828, -2.598], [-1.528, -1.587, 2.980], [-2.466, 4.086, -2.672], [0.232, 3.194, -1.994], [0.462, -4.568, 2.215], [0.992, -4.480, -0.240], [-0.338, 4.551, 1.049], [-1.434, 5.506, -0.911], [0.956, 4.537, -1.087], [-3.328, 3.913, -1.140], [-1.505, -3.369, 3.061], [-0.637, -3.949, 0.140], [1.899, -3.618, 1.792], [-2.090, 4.322, 1.040], [1.956, -2.304, 3.669], [-1.617, -2.528, 1.495], [0.768, 1.991, -0.223], [0.521, -1.430, 4.213], [-0.033, -1.014, -5.400]], "atomic_forces_ev_per_a": [[-0.077, 0.067, 0.021], [-0.055, 0.022, -0.039], [0.004, 0.004, -0.040], [-0.042, -0.027, -0.046], [0.118, -0.155, 0.067], [-0.007, 0.004, 0.005], [0.004, -0.013, 0.006], [0.008, 0.012, 0.010], [0.005, 0.007, 0.002], [-0.039, 0.006, -0.025], [0.082, 0.026, -0.020], [0.057, -0.104, 0.019], [-0.082, 0.123, -0.002], [-0.063, 0.069, -0.141], [-0.045, 0.042, 0.121], [0.000, -0.038, 0.014], [0.055, 0.023, 0.101], [-0.009, -0.026, -0.022], [0.040, -0.038, 0.060], [0.003, -0.004, 0.023], [0.023, 0.077, -0.075], [0.007, 0.029, 0.027], [0.098, -0.032, 0.022], [0.001, 0.044, -0.039], [-0.022, -0.037, -0.024], [0.000, 0.002, -0.023], [-0.023, 0.013, -0.058], [-0.005, 0.017, 0.027], [-0.023, -0.016, -0.026], [-0.042, 0.008, 0.026], [-0.015, -0.003, -0.003], [0.000, -0.002, -0.005], [-0.005, -0.011, -0.008], [-0.002, 0.001, 0.013], [0.004, -0.001, -0.003], [0.021, -0.007, 0.023], [0.008, 0.013, 0.019], [-0.016, -0.025, -0.005], [0.035, -0.045, -0.007], [0.005, 0.008, -0.004], [0.010, -0.001, -0.011], [-0.006, -0.014, -0.010], [-0.006, -0.001, -0.003], [0.003, -0.004, -0.019], [-0.002, -0.007, 0.005], [0.007, -0.021, 0.044], [-0.003, -0.012, -0.009], [0.005, 0.007, 0.002], [-0.010, 0.016, 0.010], [-0.008, 0.001, -0.005], [0.002, 0.001, 0.003]], "lowdin_spin": [2.652, 0.011, 0.010, 0.012, 0.031, 0.003, 0.022, -0.001, -0.001, 0.078, 0.047, 0.003, 0.002, 0.005, 0.039, 0.000, 0.009, 0.000, 0.006, 0.012, 0.009, 0.000, 0.008, 0.013, 0.012, 0.003, 0.000, 0.006, 0.000, 0.000, 0.000, 0.002, 0.000, 0.000, 0.000, 0.000, 0.001, 0.001, 0.000, 0.000, 0.000, 0.000, 0.002, 0.002, 0.002, 0.000, 0.001, 0.000, 0.000, 0.001, 0.001]}

No. 3
{"formula": "C15H21ClN2O3S", "method": "wB97M-V/def2-TZVPD", "orbital_gap_ev": 9.460, "homo_ha": -0.3339, "relative_energy_ev": 0.262, "smiles": "CS(=O)(=O)N(CC(=O)NC1CCCC1)Cc1ccc(Cl)cc1", "e_lumo_ev": 0.4, "energy_ev": -48376.9023, "total_charge": 0, "species": ["Cl", "S", "O", "O", "O", "N", "N", "C", "C", "C", "C", "C", "C", "C", "C", "C", "C", "C", "C", "C", "C", "C", "H", "H", "H", "H", "H", "H", "H", "H", "H", "H", "H", "H", "H", "H", "H", "H", "H", "H", "H", "H", "H"], "coordinates": [[4.351, -1.749, 0.658], [-3.047, -0.450, 0.835], [-2.730, -1.271, 1.964], [-2.846, 0.971, 0.948], [0.047, 0.538, -2.629], [-0.385, 1.226, -0.503], [-2.232, -1.006, -0.481], [2.380, 2.872, 1.264], [-1.532, -2.270, -0.430], [2.657, -1.876, 0.332], [-2.029, -0.132, -1.607], [-4.782, -0.728, 0.401], [-0.659, 0.578, -1.642], [2.233, -2.286, -0.922], [3.099, 1.866, 0.365], [0.391, -1.688, 1.064], [0.877, -2.402, -1.172], [0.923, 2.433, 1.180], [-0.052, -2.119, -0.182], [1.742, -1.566, 1.327], [2.094, 1.517, -0.745], [0.744, 2.114, -0.305], [3.346, 0.974, 0.939], [1.998, 0.441, -0.865], [0.224, 3.191, 1.530], [0.771, 1.521, 1.759], [-4.925, -1.793, 0.276], [-2.801, 0.640, -1.564], [-1.115, 1.269, 0.199], [-2.140, -0.699, -2.538], [-5.390, -0.354, 1.215], [-1.983, -2.826, 0.394], [2.087, -1.243, 2.297], [-0.336, -1.460, 1.829], [2.954, -2.507, -1.692], [-4.997, -0.191, -0.512], [2.394, 1.925, -1.708], [0.560, 3.044, -0.862], [4.026, 2.270, -0.038], [2.484, 3.881, 0.861], [2.762, 2.868, 2.283], [0.546, -2.719, -2.150], [-1.707, -2.805, -1.370]], "atomic_forces_ev_per_a": [[0.191, 0.022, 0.033], [-0.781, -0.263, -0.365], [-0.010, -0.323, -0.051], [-0.195, 0.081, -0.219], [0.119, 0.079, -0.383], [-0.010, 0.293, 0.333], [-0.488, 0.357, 0.775], [-0.024, -0.099, 0.064], [0.110, -0.340, 0.239], [-0.230, -0.084, -0.122], [0.078, 0.282, -0.378], [0.852, 0.207, 0.318], [-0.455, -0.150, 0.189], [0.152, 0.016, 0.101], [0.038, 0.113, -0.012], [0.069, -0.078, -0.083], [-0.125, -0.006, 0.185], [0.022, 0.219, -0.145], [0.106, -0.112, -0.070], [0.044, -0.010, -0.008], [0.043, -0.012, -0.065], [0.125, -0.020, -0.167], [0.067, -0.036, 0.032], [0.000, -0.005, -0.075], [-0.093, -0.007, 0.077], [-0.026, -0.093, 0.059], [0.013, -0.193, -0.034], [0.046, 0.028, -0.229], [0.095, -0.011, -0.172], [0.044, 0.091, 0.120], [-0.067, 0.091, 0.158], [0.108, -0.189, -0.193], [0.059, 0.026, 0.091], [-0.018, 0.033, 0.124], [0.091, -0.008, -0.049], [-0.025, 0.103, -0.186], [-0.014, -0.071, -0.046], [0.057, -0.062, 0.091], [0.089, -0.068, 0.035], [0.010, 0.082, 0.026], [0.015, 0.097, 0.039], [-0.055, -0.023, -0.131], [-0.027, 0.041, 0.094]], "lowdin_charge": [0.687, 0.613, -0.287, -0.298, 0.070, 0.115, -0.251, -0.188, -0.136, -0.686, -0.090, -0.106, -0.483, -0.100, -0.180, -0.024, -0.029, -0.145, -0.208, -0.101, -0.121, -0.284, 0.071, 0.087, 0.116, 0.115, 0.066, 0.126, 0.092, 0.136, 0.067, 0.124, 0.110, 0.106, 0.109, 0.061, 0.113, 0.155, 0.107, 0.111, 0.107, 0.120, 0.132]}